No. 1
87
Properties=species:S:1:pos:R:3:forces:R:3:lowdin_charge:R:1 method="wB97M-V/def2-TZVPD" gap_ev="6.62 / 9.41" multiplicity=3 e_above_lowest_kcal_mol=25.76 total_charge=0
Ti -0.480 -2.491 1.167 0.7796 0.0773 0.8666 0.7644
C 2.079 -1.525 3.167 -0.0232 -0.0784 0.0218 -0.1140
C 2.636 -0.302 2.817 0.0110 -0.0107 -0.0048 -0.0912
C 3.685 -0.261 1.911 0.0010 0.0153 0.0222 -0.1028
C 4.174 -1.436 1.355 0.0014 -0.0158 -0.0074 -0.1020
C 3.613 -2.656 1.698 -0.0064 0.0023 -0.0163 -0.1064
C 2.563 -2.700 2.605 -0.0439 -0.0347 0.0287 -0.1205
H 1.278 -1.585 3.891 0.0049 0.0362 0.0095 0.0884
H 2.253 0.615 3.246 0.0065 -0.0063 0.0020 0.1042
H 4.120 0.690 1.633 -0.0006 -0.0164 0.0072 0.0958
H 4.988 -1.397 0.642 0.0026 0.0043 0.0004 0.1059
H 3.986 -3.570 1.254 0.0006 -0.0033 0.0056 0.1061
H 2.124 -3.649 2.893 0.0325 -0.0092 -0.0017 0.0942
O -2.715 -4.079 3.526 0.0755 -0.0767 0.0776 0.1275
C -2.037 -3.109 3.309 -0.1439 0.2906 0.1237 -0.5545
O -0.741 -3.132 3.012 -0.1066 0.0934 -0.6479 -0.1716
C -2.635 -1.689 3.357 -0.0340 -0.0773 0.0082 -0.0798
C -1.536 -0.638 3.488 0.0367 0.0467 -0.0294 -0.2373
C -2.098 0.749 3.786 -0.0187 -0.0287 0.0248 -0.0702
C -2.678 1.164 2.414 0.0427 0.0009 0.0372 -0.0863
C -2.400 -0.079 1.582 -0.0003 -0.0218 0.0019 -0.2271
O -1.106 -0.520 2.096 -0.0383 -0.0431 0.0512 -0.1763
C -3.325 -1.233 2.015 -0.0057 -0.0119 0.0220 -0.0763
C -3.386 -2.286 0.915 0.1656 0.0255 -0.0592 -0.5362
O -4.415 -2.764 0.521 -0.0665 0.0441 0.0035 0.1302
O -2.195 -2.581 0.401 -0.5724 -0.2026 -0.2381 -0.1698
H -3.350 -1.666 4.178 -0.0011 -0.0057 -0.0114 0.1617
H -0.692 -0.940 4.096 0.0002 -0.0043 0.0124 0.1414
H -2.847 0.706 4.576 -0.0025 0.0029 -0.0049 0.1226
H -1.307 1.425 4.104 0.0061 -0.0028 -0.0076 0.1189
H -3.741 1.397 2.441 -0.0028 0.0062 0.0018 0.1279
H -2.148 2.023 2.008 -0.0175 -0.0435 0.1181 0.0857
H -2.314 0.067 0.508 -0.0013 0.0149 -0.0030 0.1496
H -4.341 -0.893 2.199 -0.0022 -0.0065 -0.0009 0.1594
C -0.447 -4.424 -1.802 0.0104 0.0122 -0.0036 -0.0089
C -0.112 -5.104 -0.525 -0.0217 -0.0020 0.0013 -0.3532
N -0.067 -4.556 0.678 0.1011 -0.0431 -0.1201 0.0050
C 0.263 -5.559 1.571 0.0001 0.0071 -0.0116 -0.1035
C 0.430 -6.719 0.894 -0.0116 -0.0066 0.0039 -0.0638
N 0.190 -6.413 -0.429 -0.0173 0.0062 -0.0001 0.1103
H -1.268 -3.726 -1.642 -0.0038 -0.0069 0.0090 0.0739
H -0.748 -5.152 -2.555 0.0101 -0.0042 0.0006 0.0855
H 0.409 -3.858 -2.170 -0.0019 0.0053 -0.0066 0.0637
H 0.306 -5.366 2.627 0.0052 -0.0035 0.0039 0.1064
H 0.667 -7.714 1.223 0.0024 0.0019 0.0026 0.1139
H 0.199 -7.055 -1.201 0.0046 -0.0060 0.0022 0.1616
C 0.861 2.552 0.978 -0.0308 0.0062 0.0205 -0.1126
C 1.375 2.903 -0.428 -0.0286 -0.0869 -0.0013 -0.6287
C 1.435 4.428 -0.580 0.0148 0.0251 -0.0047 -0.0902
C 2.804 2.352 -0.510 0.0131 -0.0125 -0.0211 -0.1181
Si 0.253 2.041 -1.751 -0.0464 0.0431 -0.0719 0.9331
Br 0.989 -1.340 -0.447 -0.0999 -0.0269 -0.0406 0.2616
C 1.138 1.818 -3.462 -0.0289 -0.0027 0.0281 -0.6357
C 2.201 0.710 -3.387 0.0008 -0.0173 -0.0053 -0.1246
C 0.133 1.367 -4.531 -0.0046 0.0039 -0.0132 -0.1155
C 1.807 3.113 -3.944 0.0207 0.0096 -0.0110 -0.0951
C -1.501 2.860 -1.916 0.0572 -0.0056 0.0389 -0.6334
C -2.499 1.827 -2.465 -0.0124 0.0168 -0.0119 -0.1073
C -2.035 3.272 -0.538 -0.0201 -0.0372 -0.0069 -0.1113
C -1.512 4.102 -2.815 -0.0034 0.0227 -0.0122 -0.0943
H 1.561 2.942 1.729 0.0085 0.0055 -0.0063 0.0856
H 0.782 1.471 1.120 0.0086 0.0148 -0.0134 0.0488
H -0.112 2.998 1.184 0.0011 -0.0171 0.0307 0.0496
H 2.100 4.847 0.184 -0.0027 0.0020 0.0015 0.0860
H 0.459 4.899 -0.454 -0.0088 -0.0069 0.0028 0.0603
H 1.825 4.727 -1.554 -0.0029 -0.0022 0.0074 0.0691
H 3.390 2.754 0.326 -0.0029 0.0133 -0.0043 0.0826
H 3.313 2.642 -1.429 -0.0038 0.0006 0.0048 0.0630
H 2.819 1.262 -0.433 -0.0034 0.0134 -0.0027 0.0472
H 1.764 -0.242 -3.082 -0.0004 0.0137 -0.0046 0.0304
H 3.010 0.939 -2.697 -0.0028 0.0028 0.0137 0.0562
H 2.644 0.575 -4.380 -0.0009 0.0088 -0.0030 0.0833
H -0.386 0.452 -4.237 0.0084 -0.0025 0.0008 0.0803
H 0.674 1.156 -5.460 0.0016 0.0007 0.0010 0.0844
H -0.614 2.127 -4.759 -0.0014 -0.0051 0.0044 0.0585
H 2.613 3.431 -3.281 -0.0105 -0.0037 -0.0074 0.0601
H 1.101 3.940 -4.034 -0.0158 0.0009 0.0012 0.0690
H 2.249 2.947 -4.934 0.0000 0.0025 -0.0026 0.0853
H -2.536 0.934 -1.834 0.0055 -0.0005 -0.0071 0.0677
H -2.266 1.504 -3.476 0.0107 -0.0002 -0.0113 0.0557
H -3.504 2.264 -2.482 -0.0003 0.0040 -0.0011 0.0853
H -2.055 2.427 0.154 0.0293 0.0866 -0.1754 0.0387
H -3.064 3.633 -0.645 -0.0117 0.0031 -0.0067 0.0908
H -1.455 4.073 -0.080 0.0017 0.0048 -0.0114 0.0661
H -1.235 3.876 -3.844 0.0036 0.0007 0.0076 0.0592
H -0.836 4.878 -2.449 0.0011 -0.0053 0.0042 0.0716
H -2.522 4.530 -2.837 -0.0003 0.0056 -0.0050 0.0853



No. 2
87
Properties=species:S:1:pos:R:3:forces:R:3:lowdin_charge:R:1 method="wB97M-V/def2-TZVPD" gap_ev=3.91 total_charge=-1
C -3.753 4.201 -1.277 -0.3963 -0.1032 0.0145 0.1243
C -2.824 3.598 -0.771 0.4451 -1.0551 1.7456 -0.1093
C -1.930 2.822 0.208 0.3599 0.9330 -0.5947 -0.0956
C -0.797 3.530 0.823 -1.1316 -2.8802 0.4489 -0.1317
P -0.518 5.287 0.310 0.8176 0.8116 -0.7946 0.6028
O 0.737 5.912 0.824 -1.5778 -0.7986 -0.1132 -0.3044
O -1.912 6.131 0.752 1.9178 -1.8771 -0.3007 -0.1672
O -0.385 5.268 -1.369 -1.3271 0.6110 2.3119 -0.1672
C 0.071 2.774 1.839 -1.6817 -1.3275 -0.2095 -0.0995
C 1.275 3.491 2.568 -0.1970 -1.4170 -0.0863 -0.1512
C 2.592 3.214 1.714 1.1841 0.4177 0.6737 -0.1881
C 3.392 4.506 1.261 -0.1738 0.6604 -1.0729 -0.2029
C 3.343 4.721 -0.330 0.0162 0.5842 0.0889 -0.2609
C 4.774 4.750 -1.022 -0.9847 0.4043 -0.9028 -0.1374
C -0.241 1.351 2.127 -0.2785 1.8152 -0.9469 -0.0666
C 0.613 0.466 3.118 -0.6330 -0.4191 -0.7793 -0.1412
C 1.299 -0.785 2.393 -0.0078 -0.2707 0.9348 -0.2150
C 2.843 -0.603 2.107 -0.7834 -1.4557 -0.5668 -0.1855
C 3.314 -1.924 1.323 0.0033 0.2216 -0.6222 -0.1788
C 4.389 -1.630 0.200 -0.6920 0.3722 0.5569 -0.2215
O 5.018 -2.846 -0.269 -1.0848 0.5771 -0.1139 -0.1854
C 4.155 -3.545 -1.179 0.2708 -0.4316 -1.1777 -0.2657
C 4.205 -2.927 -2.649 -0.4709 -0.3870 0.0918 -0.0841
C -1.428 0.658 1.465 0.4440 1.1904 -0.1140 -0.1162
N -1.679 -0.669 1.822 -2.1868 0.5155 -2.2761 0.1769
C -2.724 -1.224 1.157 0.4902 1.4047 0.1765 -0.2989
O -3.046 -2.548 1.406 1.1077 1.3709 -1.0201 -0.0835
C -1.925 -3.443 1.204 0.8455 -1.9505 0.3798 -0.1491
C -2.085 -4.447 -0.011 -0.1828 0.0217 -0.3864 -0.3204
C -2.981 -5.715 0.320 0.6947 -0.0521 -0.3317 -0.0762
C -2.608 -3.733 -1.326 -0.6482 -0.7698 0.5673 -0.2101
C -2.078 -4.369 -2.673 -0.2076 1.7942 -0.4758 -0.3823
C -3.051 -3.829 -3.831 0.4656 0.0822 0.5358 -0.0971
C -0.617 -3.775 -2.925 -0.4572 -0.3785 0.0516 -0.0911
C -3.543 -0.439 0.167 -0.2631 0.3205 -0.3734 -0.5209
Br -5.067 -1.384 -0.665 1.1195 0.9495 0.7204 0.7420
N -3.364 0.846 -0.226 1.8328 -3.3103 2.9412 0.1268
C -2.277 1.365 0.483 1.5493 2.2649 0.3383 -0.1321
H -4.696 4.674 -1.665 1.2393 -1.0107 0.5811 0.0644
H -2.300 5.560 1.453 -0.1402 0.5599 -0.6249 0.0817
H -1.176 5.696 -1.754 0.2756 -0.5272 0.0748 0.0686
H 1.079 4.569 2.800 0.2019 -0.9956 -0.7247 0.1024
H 1.437 2.985 3.571 -0.4452 0.6352 -1.1885 0.0957
H 3.306 2.610 2.364 -0.9484 0.5611 -0.7080 0.1013
H 2.383 2.570 0.816 0.0009 0.7135 0.8772 0.1012
H 4.488 4.489 1.534 -1.1391 -0.3335 -0.0289 0.0940
H 2.966 5.451 1.716 0.3523 -1.2930 -0.3156 0.0945
H 2.868 5.729 -0.540 0.4172 -1.3041 0.2698 0.0927
H 2.661 3.966 -0.836 0.8939 0.7322 0.7341 0.1013
H 4.628 4.367 -2.083 0.4858 0.2917 1.2397 0.0668
H 5.568 4.155 -0.497 -0.7712 0.5812 -0.4925 0.0612
H 5.070 5.838 -1.156 0.0630 -1.3658 0.4137 0.0689
H 1.437 1.032 3.626 -1.0146 -0.3478 -0.4510 0.0927
H -0.106 0.046 3.888 0.8860 0.6251 -0.7619 0.1135
H 0.734 -1.112 1.466 0.7886 0.6822 0.9990 0.0918
H 1.187 -1.655 3.119 0.1722 0.8499 -0.8956 0.1174
H 3.432 -0.593 3.069 -0.6695 0.5346 -1.0118 0.1174
H 2.965 0.330 1.488 0.2629 -0.9183 0.6678 0.0966
H 3.735 -2.704 2.016 -0.3398 0.8753 -0.5129 0.1197
H 2.415 -2.407 0.822 0.9665 0.6264 0.6562 0.0931
H 5.160 -0.924 0.618 -0.4520 -0.9754 -0.5040 0.1288
H 3.875 -1.082 -0.651 0.5899 -0.5841 0.8110 0.1231
H 4.542 -4.609 -1.260 -0.4570 1.2588 0.3803 0.1221
H 3.080 -3.596 -0.842 1.1343 0.1698 -0.0418 0.1019
H 3.159 -2.982 -3.085 1.2435 0.1661 0.3429 0.0693
H 4.538 -1.845 -2.644 -0.3194 -1.3550 -0.0191 0.0766
H 4.878 -3.563 -3.304 -0.6576 1.0113 0.7405 0.0722
H -0.931 -2.932 1.084 -1.2056 0.0494 0.2016 0.1140
H -1.851 -4.075 2.147 -0.0535 0.8205 -1.0022 0.1362
H -1.039 -4.831 -0.253 -1.0807 0.4808 0.5070 0.1327
H -3.334 -6.137 -0.667 0.1118 0.3721 1.1392 0.0740
H -2.333 -6.515 0.787 -0.8098 0.8305 -0.2770 0.0759
H -3.851 -5.491 1.000 0.8745 -0.1191 -0.8417 0.0888
H -3.737 -3.853 -1.334 1.3166 0.4361 0.1493 0.0752
H -2.372 -2.626 -1.239 -0.2419 -1.2482 -0.5800 0.1086
H -2.127 -5.493 -2.705 0.2320 1.0295 0.4297 0.1274
H -4.131 -4.002 -3.542 1.1678 0.0468 -0.5008 0.0766
H -2.808 -4.300 -4.824 -0.3423 0.4076 0.9365 0.0741
H -2.899 -2.710 -3.925 -0.2669 -1.2262 0.0829 0.0828
H 0.018 -4.468 -3.550 -0.5996 0.8786 0.5313 0.0740
H -0.764 -2.778 -3.442 0.4336 -1.1369 0.5215 0.0812
H -0.088 -3.581 -1.945 -0.4845 -0.3027 -1.0449 0.0639
C -6.452 2.374 -0.168 -0.0612 -0.3877 0.4883 -0.4999
O -6.494 3.305 -1.124 0.1822 0.4196 -0.2986 -0.4083
H -6.957 1.403 -0.385 -0.2020 -0.1469 -0.3602 0.0176
H -5.442 2.022 0.153 0.4118 0.1266 -0.0918 0.0090
H -6.909 2.637 0.816 -0.2000 0.3667 0.1844 0.0296